Density functional theory data (the ωB97M-V functional and the def2-TZVPD basis) for a 2-piece molecular cluster, C3H6N2O3 overall at a distorted geometry.

Geometry as XYZ:
```
14
Properties=species:S:1:pos:R:3
C -1.252 0.397 0.181
C 1.033 -0.574 0.521
C -0.276 -0.692 -0.132
N 0.243 -0.294 -2.149
N -0.784 -2.015 -0.232
O -1.989 -2.124 -0.321
O -0.415 -0.849 -2.920
O 0.016 -2.922 -0.379
H -1.504 0.567 1.211
H -0.930 1.424 -0.159
H -2.290 0.170 -0.323
H 0.896 -0.352 1.562
H 1.594 -1.495 0.254
H 1.588 0.198 0.017
```

Results
E_tot in eV: -12324.6046
Net charge: 0